{"formula": "C50H49AsN9PtS4", "method": "ωB97M-V with the def2-TZVPD basis set", "species": ["H", "S", "C", "C", "C", "C", "H", "C", "H", "C", "H", "C", "H", "As", "H", "C", "H", "H", "H", "C", "H", "C", "C", "C", "Pt", "C", "H", "H", "C", "H", "H", "H", "H", "C", "H", "C", "H", "H", "N", "C", "H", "H", "H", "C", "H", "H", "C", "C", "C", "H", "C", "C", "C", "H", "C", "H", "H", "H", "H", "N", "H", "H", "C", "C", "C", "H", "H", "C", "H", "N", "C", "C", "H", "N", "H", "H", "C", "S", "C", "N", "C", "C", "C", "C", "C", "C", "H", "S", "H", "N", "C", "C", "H", "C", "N", "H", "N", "C", "H", "H", "C", "H", "C", "C", "H", "C", "H", "C", "C", "H", "H", "S", "N", "C"], "xyz": [[2.143401, 4.662073, 8.577174], [0.084078, 0.107256, -3.192376], [4.590828, 0.865382, -2.390316], [4.222040, -0.769606, -0.656045], [-1.233628, -5.773804, -0.927418], [1.438454, 0.013326, -4.347696], [0.952901, 1.948016, -5.138017], [3.339759, 1.406020, -2.146973], [-2.845113, -1.055981, -6.890787], [1.797941, 6.053552, -0.834196], [3.765202, 2.883662, 8.039935], [-2.636078, -0.340050, -6.107787], [2.375441, 3.175997, 0.856157], [0.860555, 1.068170, 3.489570], [0.311478, 3.747800, -2.835813], [1.639538, 1.110025, -5.173624], [3.102332, 0.992150, 6.595914], [2.825938, 5.600812, 1.001833], [-3.814130, -3.084795, 4.175053], [2.763749, 2.838194, 7.631857], [2.826099, 2.618106, 3.960209], [2.722030, 1.651318, 3.469694], [2.389424, 1.777142, 6.821063], [-3.011296, -3.214525, 4.904001], [0.112157, -0.466725, 1.787856], [-2.101210, 1.523476, -4.105804], [-1.837916, 0.669093, -0.254685], [-1.004784, -3.194006, -3.798652], [0.559534, 3.764300, 7.441984], [5.221816, 1.291303, -3.158933], [0.753869, 6.192757, -2.701021], [1.975480, 7.118622, -0.769901], [-1.416409, -5.582811, -4.309529], [-0.854121, -3.217368, 4.048303], [2.982090, 2.257195, -2.712716], [-1.307676, 0.401891, -4.270257], [-3.164423, -2.634475, -2.648648], [2.330459, -0.638646, 0.371369], [-1.831457, -2.431722, 4.528688], [2.284657, -1.080281, -4.361528], [-3.986154, 1.816913, -0.673850], [0.305243, 3.498513, 4.030178], [-0.864877, -4.089529, 0.373622], [-3.450197, 0.774915, -5.946879], [-2.416800, -5.099577, 5.881133], [-1.930319, -1.494969, 4.168449], [1.852732, 3.837470, 7.940097], [5.027496, -0.222078, -1.644224], [-2.588590, 0.212449, -0.887307], [-1.316827, -6.487241, -0.120141], [0.691532, 0.578013, 5.398164], [3.372751, -1.068927, -5.220946], [2.729560, 1.113308, -6.025594], [-1.587519, -7.223436, -2.466291], [-3.797940, 0.849776, -1.122101], [2.084485, -1.911059, -3.696970], [-1.144185, 2.592255, 3.525376], [-5.707181, 0.750591, -2.098480], [-0.829018, 2.623553, 6.263636], [-0.014923, -1.710142, 0.051795], [-0.340740, 0.276804, 5.578032], [2.905092, 1.960857, -6.673903], [-1.300858, -5.264635, -3.281919], [-1.391896, -6.183022, -2.243205], [-1.002870, -4.437855, -0.642060], [3.338950, 0.924384, 3.996321], [-0.162984, 4.531834, 7.687899], [-2.486736, -4.662170, 4.884185], [1.333204, -0.293600, 5.531031], [-3.466285, -2.390614, 1.412269], [-1.554287, -0.530928, -5.267292], [0.862474, 4.170542, -2.006002], [0.022659, 3.106776, 2.309843], [-3.894926, -4.653956, 2.294843], [-0.538637, -5.247106, 4.073281], [-0.899316, -1.386645, -5.385533], [1.105898, 5.534145, -1.918269], [0.918711, 1.591292, -0.889981], [-2.691282, -1.492316, 1.828936], [-2.053455, -0.575970, 2.217829], [-0.942778, -3.528226, -1.682425], [-0.083508, 2.756313, 3.335803], [2.271762, 5.206534, 0.160642], [-2.368149, -1.033057, -1.453066], [2.971056, -0.226439, -0.397547], [-1.076533, -3.926363, -3.005637], [3.087064, 1.722610, 2.446402], [-0.748503, -1.816543, -1.203593], [-1.859272, 2.227887, -3.322432], [0.182006, 1.408479, -2.364023], [-4.530789, -0.998187, -2.472408], [-3.329939, -1.649935, -2.240581], [4.047620, -1.913819, -5.240944], [-3.182286, 1.706454, -4.954718], [0.068612, -1.289408, -2.563729], [-3.104598, -5.303419, 4.256360], [0.157752, 1.300750, 0.323489], [0.185048, 2.698676, 6.639581], [4.567630, -1.618712, -0.081906], [-4.297762, 0.919678, -6.603659], [2.544046, 0.849040, -1.153622], [6.009000, -0.637920, -1.832015], [-3.678750, -3.585703, 1.899482], [1.317702, 3.340108, -0.996772], [4.455094, 0.035440, -6.702189], [3.597113, 0.026101, -6.042901], [-3.378136, -2.911389, 5.882954], [1.096946, 1.696568, 6.308744], [2.027592, 3.846941, 0.081650], [-5.287804, -1.482218, -3.075189], [-3.813759, 2.576668, -4.837152], [0.576553, -2.727687, 3.308700], [-1.161712, -4.493077, 4.296667], [-4.763311, 0.252391, -1.917877]], "forces_ev_per_a": [[0.009, 0.001, -0.005], [0.076, 0.066, 0.067], [-0.079, 0.050, -0.004], [0.057, -0.001, -0.008], [-0.074, -0.039, -0.067], [0.013, -0.098, 0.088], [0.039, 0.026, -0.035], [0.114, -0.022, -0.026], [0.014, -0.012, 0.003], [0.040, -0.029, -0.057], [0.014, -0.030, -0.035], [0.008, -0.015, 0.003], [0.011, 0.013, 0.050], [-0.064, 0.300, 0.557], [0.030, 0.067, -0.003], [-0.068, 0.101, 0.055], [0.010, 0.005, 0.003], [-0.008, 0.031, -0.009], [0.087, 0.015, 0.195], [0.023, 0.042, 0.062], [-0.082, -0.013, 0.039], [0.044, -0.075, -0.146], [-0.026, -0.032, -0.027], [-0.166, 0.007, 0.166], [0.140, -0.365, -0.047], [0.103, 0.018, 0.118], [-0.005, 0.014, -0.039], [-0.010, -0.051, -0.006], [-0.055, -0.007, 0.015], [0.011, 0.007, 0.008], [-0.026, 0.000, 0.010], [0.014, -0.001, 0.008], [0.015, -0.047, 0.014], [-0.082, -0.218, 0.329], [0.055, -0.007, -0.033], [0.001, 0.173, 0.181], [-0.021, -0.043, -0.039], [-0.017, -0.073, -0.005], [-0.094, -0.060, -0.046], [-0.140, -0.114, 0.160], [0.024, -0.006, 0.015], [0.035, -0.046, 0.038], [-0.015, 0.000, 0.044], [-0.034, 0.058, 0.021], [0.059, 0.110, 0.049], [0.112, 0.023, -0.035], [-0.012, 0.016, -0.005], [0.049, -0.050, 0.007], [0.121, 0.006, 0.214], [0.043, -0.018, 0.022], [0.066, 0.105, -0.161], [0.035, 0.051, -0.044], [-0.006, -0.010, 0.020], [0.013, -0.008, 0.015], [-0.044, 0.027, -0.028], [0.067, 0.005, -0.028], [0.015, -0.041, 0.009], [0.008, 0.016, 0.024], [-0.019, 0.076, 0.026], [-0.660, -0.021, -0.024], [-0.002, -0.052, -0.090], [-0.007, 0.002, -0.005], [-0.006, 0.054, -0.053], [0.009, -0.030, -0.015], [-0.035, 0.145, 0.205], [-0.045, -0.046, -0.010], [0.006, -0.002, 0.012], [-0.031, -0.160, 0.233], [-0.085, -0.068, -0.046], [-0.372, 0.073, -0.796], [0.107, -0.139, 0.026], [-0.095, -0.146, -0.058], [0.035, -0.070, -0.019], [-0.096, 0.102, -0.426], [0.032, 0.038, -0.083], [-0.033, -0.006, -0.027], [0.022, 0.068, 0.000], [-0.108, 0.192, 0.242], [0.082, 0.283, 0.583], [0.166, 0.002, -0.213], [-0.175, 0.249, -0.223], [-0.036, -0.010, -0.033], [-0.007, -0.012, 0.004], [0.195, -0.333, 0.004], [-0.132, 0.034, 0.019], [0.039, 0.042, -0.006], [-0.056, -0.020, -0.054], [0.477, 0.097, 0.021], [-0.087, 0.017, 0.010], [-0.076, -0.017, -0.099], [0.039, -0.049, -0.028], [-0.072, -0.011, 0.010], [0.002, 0.000, -0.001], [-0.024, -0.041, -0.039], [0.027, -0.127, -0.165], [0.046, 0.102, 0.073], [0.483, -0.025, -0.159], [0.039, -0.105, -0.034], [-0.007, 0.008, 0.020], [0.010, -0.002, -0.011], [-0.200, 0.196, -0.091], [-0.013, -0.027, 0.007], [0.250, -0.328, 0.145], [-0.123, -0.093, -0.175], [-0.017, -0.006, -0.021], [0.027, -0.037, 0.012], [0.048, -0.037, 0.031], [-0.034, 0.084, 0.026], [0.001, -0.077, 0.072], [-0.011, 0.023, -0.001], [-0.007, -0.005, 0.000], [0.182, 0.330, -0.376], [-0.066, 0.080, -0.068], [-0.035, -0.023, -0.006]], "s2": 2.01, "charge": 1, "multiplicity": 3, "orbital_gap_ha": [0.2374, 0.2676], "total_energy_ha": -6374.890395}

***

{"formula": "C3H4O3", "method": "ωB97M-V with the def2-TZVPD basis set", "species": ["C", "C", "O", "H", "H", "C", "H", "O", "O", "H"], "xyz": [[-0.896590, 1.112313, 1.322101], [0.344648, 0.149579, -1.208075], [-0.420771, -1.183606, 0.657742], [-0.709389, 0.067423, -1.459604], [0.918152, -0.534252, -1.830968], [0.573937, -0.203418, 0.234180], [-0.123434, -1.584877, 1.487005], [1.631502, -0.137244, 0.806713], [-2.026826, 1.155093, 1.373974], [0.708771, 1.158990, -1.383067]], "forces_ev_per_a": [[-1.865, 1.163, 0.488], [-0.555, 0.772, 0.388], [1.020, 1.344, -0.724], [0.004, 0.057, -0.096], [0.039, -0.123, 0.197], [1.367, -4.022, 0.057], [0.256, 0.206, -0.067], [-1.096, 0.546, -0.201], [0.852, 0.022, 0.043], [-0.022, 0.034, -0.085]], "multiplicity": 1, "orbital_gap_ha": 0.4052, "total_energy_ha": -342.413041, "de_lowest_kj_mol": 112.6}

***

{"formula": "C9H12N", "method": "ωB97M-V with the def2-TZVPD basis set", "species": ["H", "H", "H", "C", "N", "C", "H", "C", "H", "H", "H", "H", "C", "H", "C", "C", "C", "H", "C", "C", "H", "H"], "xyz": [[1.314397, 0.032411, -2.050541], [-0.033724, -2.569959, 1.238702], [-0.216305, 2.488250, 1.020515], [0.053039, 0.803687, -0.388436], [-0.381871, -0.336218, 0.574125], [0.031604, 2.282192, -0.026370], [0.065784, 0.776905, 2.391716], [0.257590, -1.970542, -1.022149], [-2.443193, -0.451782, -0.178283], [-0.054671, 1.058055, -2.477893], [-0.754959, 2.733252, -0.728179], [2.076032, -2.874719, -0.170021], [-1.406620, -0.331202, -0.473930], [2.240113, -1.066767, -0.454645], [0.257015, -1.771649, 0.434931], [1.604104, -1.887371, -0.331947], [-0.483533, -0.901154, -1.567867], [-1.202443, -0.454421, 2.722706], [-0.774210, 0.324945, 1.897350], [0.304994, 0.328584, -1.812888], [-1.410692, 1.092932, 1.698919], [0.957548, 2.694572, -0.295817]], "forces_ev_per_a": [[0.574, 0.536, -0.236], [0.510, 1.979, -1.238], [0.202, 0.146, -0.547], [-4.022, -1.189, 0.062], [0.520, 0.034, 1.003], [-2.294, -0.907, -0.626], [0.797, -0.124, -0.118], [-0.969, 3.309, 0.177], [0.020, 0.423, -0.243], [-0.593, 0.898, -0.916], [1.083, -0.400, 1.182], [-0.069, 0.810, 0.084], [2.557, 1.660, -0.029], [0.875, 1.148, -0.205], [-0.166, -1.474, 1.353], [-2.176, -2.326, -0.324], [0.938, -2.504, 1.534], [0.776, 1.684, -2.516], [0.977, -4.693, 2.315], [1.327, -1.320, 0.088], [-2.276, 1.642, -0.610], [1.411, 0.666, -0.192]], "charge": 1, "multiplicity": 1, "smiles": "C[C@@]12CC3=C4C[C@H]4[N@+]1(C)[C@H]32", "orbital_gap_ha": 0.3239, "total_energy_ha": -404.343513, "de_lowest_kj_mol": 686.4}

***

Table of M (g mol⁻¹), in record order: 1174.3; 88.1; 134.2